(1)
C22H31N3O2S | ωB97M-V/def2-TZVPD

lowest unoccupied orbital energy = 0.2426 eV

CARTESIAN COORDINATES (ANGSTROEM)
O (-2.1148, -1.4738, -0.3780)
C (-1.6389, -0.9426, 0.6548)
N (-0.3842, -0.7165, 0.5724)
H (0.2275, -0.2896, 1.3979)
C (0.6512, -0.8000, -0.5165)
C (0.5567, 0.0671, -1.6814)
H (1.1112, -0.3728, -2.5789)
C (1.0731, 1.4844, -1.3052)
N (2.5053, 1.2305, -1.0516)
C (3.5220, 1.3854, -1.8011)
N (3.1555, 1.9125, -3.2018)
H (2.2635, 2.0292, -3.5221)
C (4.2877, 2.3677, -3.9393)
C (4.2332, 0.9758, -5.0439)
C (4.9542, -0.0062, -4.9643)
C (4.7081, -0.9671, -6.0968)
C (3.7964, -0.0868, -6.6111)
O (3.5913, 1.0158, -6.0809)
H (2.9981, -0.2299, -7.6842)
H (4.9731, -1.9644, -6.4101)
H (5.6737, -0.3331, -4.2255)
H (4.0366, 2.9449, -4.7289)
H (5.1437, 2.2365, -3.6416)
S (5.1642, 0.8153, -1.5228)
C (2.5102, 0.3878, -0.0431)
H (2.1490, 0.6476, 1.0511)
C (2.1839, -1.0695, -0.0908)
H (2.4961, -1.5954, -1.1548)
H (2.2872, -1.8935, 0.6137)
H (3.7861, 0.0585, 0.3728)
H (0.5540, 1.7140, -0.3971)
H (0.9726, 2.3080, -2.0061)
H (-0.6561, 0.1958, -1.9034)
H (0.3216, -1.8823, -0.9641)
C (-2.2263, -0.5844, 1.8562)
C (-3.6006, 0.2075, 1.3487)
C (-4.4190, 0.7271, 2.6565)
C (-3.4325, 0.9833, 3.8017)
C (-2.3637, 0.2848, 4.1146)
C (-2.8794, -1.1299, 4.5226)
C (-3.7014, -1.8027, 3.7162)
C (-4.7682, -0.9838, 3.0816)
H (-5.3963, -1.2270, 2.3752)
H (-5.4128, -0.5443, 4.1190)
C (-2.8496, -1.8761, 2.2314)
H (-3.5143, -2.3954, 1.7175)
H (-2.0182, -2.6145, 2.7697)
H (-4.1322, -2.6235, 4.1457)
H (-3.6433, -0.7681, 5.4919)
H (-2.0262, -1.7239, 4.8449)
C (-1.5290, 0.0771, 2.9111)
H (-1.1139, 1.0340, 2.5632)
H (-0.8445, -0.5508, 3.3104)
H (-1.7157, 0.7194, 5.0606)
H (-3.1210, 2.0969, 3.5631)
H (-4.1531, 1.2014, 4.6436)
H (-5.1332, 1.3225, 2.4024)
H (-2.9912, 1.2224, 1.0243)
H (-4.1071, -0.2053, 0.6105)

=====

(2)
C6H15NO | ωB97M-V/def2-TZVPD

lowest unoccupied orbital energy = 0.5889 eV
SMILES = C=C(C)CCCN.O

CARTESIAN COORDINATES (ANGSTROEM)
C (-1.4782, 0.5814, -0.3980)
C (-0.7135, 1.2793, 0.7258)
C (-0.2563, 0.3546, 1.8402)
C (0.2747, -2.0943, 1.7068)
C (0.5700, -0.8321, 1.4290)
C (1.9905, -0.4141, 0.9604)
N (-2.6200, -0.1560, 0.1178)
H (-1.6496, 1.3313, -1.1856)
H (-0.8093, -0.1160, -0.9348)
H (0.1224, 1.9075, 0.3759)
H (-1.3026, 2.1779, 0.9829)
H (-1.1264, -0.0072, 2.3978)
H (0.3304, 0.9737, 2.5266)
H (-0.7513, -2.1878, 2.0571)
H (0.9718, -2.8897, 1.5039)
H (2.4224, -0.1108, 1.9188)
H (1.8475, 0.5064, 0.3968)
H (2.5891, -1.1905, 0.5042)
H (-2.8393, 0.1501, 1.0591)
H (-3.3859, -0.1605, -0.5509)
H (1.4163, 0.2537, -6.3809)
H (2.1143, 0.4785, -5.0743)
O (2.2831, 0.1646, -5.9787)

=====

The following Kohn-Sham gap values (in eV) correspond, in order, to the records above: 8.19 9.63.
The following ΔE to the lowest compared entry with this formula, charge and spin values (in kcal/mol) correspond, in order, to the records above: 510.5 50.5.